Entry 1:
ORCA calculation (the ωB97M-V functional and the def2-TZVPD basis) on C2H2N2O2 in the gas phase.

Computed properties:
* energy relative to the best compared isomer or geometry (same formula, charge and spin): 137.9 kJ/mol
* charge: 0
* LUMO level: 0.5 eV
* structure (SMILES): O=c1[nH]cno1
* HOMO: -0.37064 Eh
* Kohn-Sham gap: 10.578 eV

Last column: Mulliken charge in e.
Cartesian coordinates (Å):
O 2.367 0.158 -0.026  -0.506
C 1.196 -0.105 0.014  0.498
N -0.020 0.757 -0.068  -0.119
C -1.078 -0.090 0.006  -0.023
N -0.765 -1.329 0.133  -0.285
O 0.667 -1.342 0.149  -0.156
H -0.240 1.754 -0.168  0.229
H -2.127 0.196 -0.039  0.363

Entry 2:
ORCA calculation (the ωB97M-V functional and the def2-TZVPD basis) on C9H11FO3 in the gas phase.

Computed properties:
* energy relative to the best compared isomer or geometry (same formula, charge and spin): 55.9 kJ/mol
* charge: 0
* LUMO level: 0.0 eV
* structure (SMILES): COC1=CC=C(C=O)C[C@]1(F)OC
* HOMO: -0.31307 Eh
* Kohn-Sham gap: 8.489 eV

Last column: Mulliken charge in e.
Cartesian coordinates (Å):
C -1.095 -2.200 -0.268  -0.322
C -0.702 -1.454 -1.460  -0.638
C -0.878 -1.732 0.992  -0.056
C -0.137 -0.236 -1.379  0.348
C -1.320 -2.425 2.206  -0.287
C -0.633 -0.209 1.199  -0.617
C 0.275 0.390 0.108  0.978
C 1.364 1.207 -2.605  -0.663
C 0.749 2.453 1.166  -0.795
O -1.321 -1.859 3.264  -0.481
O 0.140 0.531 -2.400  -0.422
O 0.293 1.763 -0.007  -0.359
F 1.520 -0.178 0.351  -0.341
H -1.560 -3.131 -0.397  0.461
H -1.131 -1.871 -2.428  0.319
H -1.593 -3.554 2.326  0.289
H -1.635 0.257 1.112  0.387
H -0.157 0.006 2.120  0.488
H 1.188 1.950 -3.381  0.259
H 2.206 0.444 -2.942  0.280
H 1.905 1.582 -1.789  0.271
H 1.084 3.473 0.707  0.257
H 1.507 1.863 1.671  0.408
H -0.069 2.932 1.834  0.237

Repeat the first record exactly.
ORCA calculation (the ωB97M-V functional and the def2-TZVPD basis) on C2H2N2O2 in the gas phase.

Computed properties:
* energy relative to the best compared isomer or geometry (same formula, charge and spin): 137.9 kJ/mol
* charge: 0
* LUMO level: 0.5 eV
* structure (SMILES): O=c1[nH]cno1
* HOMO: -0.37064 Eh
* Kohn-Sham gap: 10.578 eV

Last column: Mulliken charge in e.
Cartesian coordinates (Å):
O 2.367 0.158 -0.026  -0.506
C 1.196 -0.105 0.014  0.498
N -0.020 0.757 -0.068  -0.119
C -1.078 -0.090 0.006  -0.023
N -0.765 -1.329 0.133  -0.285
O 0.667 -1.342 0.149  -0.156
H -0.240 1.754 -0.168  0.229
H -2.127 0.196 -0.039  0.363